P.
C3H7NS | wB97M-V/def2-TZVPD

Geometry (Å):
C  -0.2301  0.4150  0.1727
C  0.0029  0.3420  -1.2552
C  1.2415  -0.2570  0.6197
H  -2.1547  0.2992  0.7718
H  -1.3265  -1.2184  1.4846
H  -0.2750  1.4476  0.4327
H  -0.6793  -0.4460  -1.7812
H  -0.1056  1.2701  -1.9228
H  1.2975  -1.4612  0.9176
H  1.7621  0.4158  1.3696
N  -1.3164  -0.7182  0.4880
S  1.7835  -0.0889  -1.2977

Output
Kohn-Sham gap   9.1863 eV
HOMO energy   -8.5 eV

---

Q.
C3H7NS | wB97M-V/def2-TZVPD

Geometry (Å):
C  -0.2103  -1.4850  -0.3533
N  -0.1669  -0.1512  -0.8414
C  -0.9395  0.0848  -2.0307
C  0.2323  0.6961  0.1449
S  0.6474  0.5237  1.6923
H  0.1890  -1.4349  0.6522
H  -1.2230  -1.8339  -0.1942
H  0.2804  -2.0721  -0.9862
H  -0.6410  -0.5404  -2.9271
H  -1.9807  -0.1032  -1.8089
H  -0.8658  1.2145  -2.1739
H  0.5554  1.6733  -0.3135

Output
SMILES string   CN(C)C=S
Kohn-Sham gap   9.0582 eV
HOMO energy   -8.4 eV

---

The most stable of them is Q.